The following is a quantum chemistry calculation of an isolated molecule of C2H2O2S2 at a distorted geometry, from OMol25.

Summary:
- M (g mol⁻¹) = 122.17
- energy above the lowest of the compared OMol25 structures with the same formula, charge and spin (kcal per mole) = 12.7
- HOMO level (eV) = -9.55
- SMILES = O=C(S)C(O)=S
- largest force on an atom (Eh/bohr) = 0.0609

Geometry (Å):
O (0.347, -2.140, 0.064)
C (0.505, -0.933, 0.023)
S (2.093, -0.229, -0.057)
C (-0.726, -0.015, 0.014)
O (-0.433, 1.238, 0.066)
S (-2.266, -0.622, -0.065)
H (1.791, 1.065, -0.136)
H (-1.312, 1.636, 0.090)

---

The following is a quantum chemistry calculation of a cluster of 2 separate species, C6H12O in total at a distorted geometry, from OMol25.

Summary:
- M (g mol⁻¹) = 100.16
- energy above the lowest of the compared OMol25 structures with the same formula, charge and spin (kcal per mole) = 37.0
- HOMO level (spin up / spin down) (eV) = 0.28 / -2.64
- charge = -1
- largest force on an atom (Eh/bohr) = 0.0655
- spin multiplicity = 2

Geometry (Å):
C (-1.171, -2.324, -1.283)
C (-1.455, -0.867, -0.855)
C (-0.332, 0.072, -0.494)
C (-0.350, 1.453, -0.683)
C (0.707, -1.616, 1.052)
C (0.768, -0.484, 0.290)
H (-0.084, -2.359, -1.421)
H (-1.450, -3.168, -0.627)
H (-1.701, -2.521, -2.218)
H (-1.977, -0.307, -1.653)
H (-2.311, -0.893, -0.147)
H (0.543, 2.067, -0.741)
H (-1.302, 1.900, -0.975)
H (0.095, -2.476, 0.822)
H (1.381, -1.855, 1.886)
H (1.671, 0.098, 0.413)
H (1.932, 4.001, 1.569)
H (1.605, 2.537, 1.010)
O (1.555, 3.120, 1.758)

---

The following is a quantum chemistry calculation of a structure of composition C14H22IN5O3SV, from OMol25.

Summary:
- M (g mol⁻¹) = 518.28
- HOMO level (spin up / spin down) (eV) = -15.26 / -15.26
- charge = +2
- largest force on an atom (Eh/bohr) = 0.0109
- spin multiplicity = 2

Geometry (Å):
V (0.485, -0.834, 1.313)
N (1.660, -0.198, 3.025)
C (2.987, -0.858, 2.887)
C (2.724, -2.253, 2.359)
O (3.343, -3.227, 2.655)
N (1.600, -2.278, 1.498)
C (0.858, -3.526, 1.438)
C (-0.590, -3.196, 1.807)
O (-1.540, -3.884, 1.756)
O (-0.716, -1.819, 2.157)
H (1.778, 0.803, 3.159)
H (1.193, -0.547, 3.861)
H (3.531, -0.925, 3.826)
H (3.598, -0.302, 2.175)
H (1.277, -4.253, 2.138)
H (0.848, -3.989, 0.451)
I (3.925, 3.135, -1.568)
C (2.268, 2.781, -0.366)
C (1.450, 3.813, 0.084)
C (0.339, 3.512, 0.860)
C (0.077, 2.194, 1.175)
N (0.868, 1.198, 0.742)
C (1.940, 1.485, -0.012)
H (1.677, 4.840, -0.171)
H (-0.314, 4.293, 1.224)
H (-0.774, 1.923, 1.790)
H (2.532, 0.645, -0.359)
C (-2.964, -1.674, -0.412)
N (-2.519, -0.695, -1.412)
C (-3.541, -0.385, -2.428)
C (-1.254, -0.346, -1.564)
S (0.024, -1.382, -0.892)
N (-0.902, 0.720, -2.288)
C (0.371, 0.821, -3.011)
C (-1.751, 1.909, -2.413)
H (-4.004, -1.463, -0.176)
H (-2.386, -1.599, 0.500)
H (-2.892, -2.688, -0.806)
H (-4.124, -1.290, -2.585)
H (-3.073, -0.114, -3.368)
H (-4.214, 0.406, -2.102)
H (0.878, -0.136, -3.046)
H (1.021, 1.567, -2.556)
H (0.155, 1.135, -4.032)
H (-2.514, 1.913, -1.641)
H (-2.223, 1.982, -3.392)
H (-1.112, 2.782, -2.281)

---

The following is a quantum chemistry calculation of a structure of composition C52H61F3N4O4P2S4SeSiTa at a distorted geometry, from OMol25.

Summary:
- M (g mol⁻¹) = 1341.29
- energy above the lowest of the compared OMol25 structures with the same formula, charge and spin (kcal per mole) = 63.5
- HOMO level (eV) = -14.67
- charge = +3
- largest force on an atom (Eh/bohr) = 0.2646

Geometry (Å):
Ta (1.155, -0.679, 0.923)
N (-0.745, -0.409, 0.768)
S (-2.202, -0.514, 0.466)
N (-2.618, 0.100, -0.972)
S (-2.030, -0.482, -2.306)
N (-0.588, -1.011, -2.192)
S (0.943, -0.398, -2.178)
N (1.496, 0.088, -0.893)
C (1.715, -1.678, -3.173)
C (2.876, -1.369, -3.867)
C (3.445, -2.323, -4.693)
C (2.861, -3.577, -4.819)
C (1.705, -3.882, -4.115)
C (1.128, -2.929, -3.291)
C (0.852, 0.966, -3.340)
C (0.975, 0.792, -4.712)
C (0.962, 1.905, -5.538)
C (0.811, 3.177, -5.005)
C (0.664, 3.342, -3.635)
C (0.683, 2.234, -2.806)
C (-2.363, 0.777, -3.514)
C (-2.807, 2.031, -3.122)
C (-3.124, 2.958, -4.101)
C (-3.003, 2.625, -5.443)
C (-2.573, 1.358, -5.819)
C (-2.254, 0.422, -4.852)
C (-3.092, -1.809, -2.839)
C (-4.442, -1.620, -2.566)
C (-5.356, -2.564, -2.999)
C (-4.917, -3.678, -3.703)
C (-3.566, -3.851, -3.975)
C (-2.642, -2.910, -3.549)
C (-2.812, -2.188, 0.582)
C (-3.853, -2.481, 1.454)
C (-4.324, -3.783, 1.528)
C (-3.768, -4.770, 0.727)
C (-2.716, -4.470, -0.129)
C (-2.222, -3.179, -0.193)
C (-3.247, 0.465, 1.517)
C (-4.530, 0.774, 1.082)
C (-5.346, 1.541, 1.895)
C (-4.876, 1.983, 3.126)
C (-3.595, 1.655, 3.550)
C (-2.767, 0.885, 2.748)
H (3.333, -0.393, -3.759)
H (4.347, -2.084, -5.239)
H (3.312, -4.318, -5.465)
H (1.246, -4.857, -4.201)
H (0.237, -3.156, -2.725)
H (1.095, -0.191, -5.145)
H (1.090, 1.774, -6.604)
H (0.814, 4.039, -5.657)
H (0.556, 4.330, -3.209)
H (0.589, 2.335, -1.737)
H (-2.922, 2.255, -2.070)
H (-3.472, 3.941, -3.814)
H (-3.246, 3.356, -6.202)
H (-2.491, 1.098, -6.865)
H (-1.940, -0.577, -5.131)
H (-4.757, -0.737, -2.028)
H (-6.408, -2.424, -2.794)
H (-5.632, -4.412, -4.047)
H (-3.233, -4.719, -4.527)
H (-1.590, -3.030, -3.769)
H (-4.290, -1.709, 2.070)
H (-5.127, -4.022, 2.211)
H (-4.149, -5.781, 0.777)
H (-2.280, -5.245, -0.744)
H (-1.386, -2.930, -0.830)
H (-4.873, 0.420, 0.121)
H (-6.347, 1.791, 1.573)
H (-5.516, 2.585, 3.755)
H (-3.234, 1.995, 4.510)
H (-1.765, 0.608, 3.054)
C (2.115, 3.064, 0.165)
P (1.012, 1.993, 1.165)
C (-0.639, 2.574, 0.607)
C (1.090, 2.745, 2.837)
C (0.029, 3.417, 3.436)
C (0.189, 3.977, 4.695)
C (1.410, 3.902, 5.344)
C (2.470, 3.228, 4.758)
C (2.316, 2.616, 3.521)
P (3.606, 1.617, 2.660)
C (4.244, 0.545, 4.018)
C (4.991, 2.845, 2.683)
H (1.537, 3.827, -0.355)
H (2.655, 2.452, -0.554)
H (2.819, 3.562, 0.827)
H (-1.389, 2.300, 1.338)
H (-0.914, 2.097, -0.331)
H (-0.623, 3.658, 0.494)
H (-0.921, 3.532, 2.933)
H (-0.640, 4.496, 5.158)
H (1.533, 4.364, 6.314)
H (3.420, 3.191, 5.276)
H (3.515, -0.225, 4.262)
H (4.483, 1.127, 4.907)
H (5.156, 0.070, 3.654)
H (5.082, 3.288, 3.673)
H (4.841, 3.646, 1.959)
H (5.922, 2.333, 2.439)
C (-1.196, 0.047, 5.900)
Si (0.436, -0.871, 5.570)
C (0.370, -2.769, 5.732)
C (1.905, -0.012, 6.413)
Se (0.735, -0.626, 3.153)
H (-1.455, 0.025, 6.958)
H (-2.013, -0.407, 5.342)
H (-1.083, 1.088, 5.593)
H (0.093, -3.099, 6.733)
H (1.346, -3.193, 5.496)
H (-0.354, -3.169, 5.021)
H (1.684, 0.186, 7.463)
H (2.115, 0.933, 5.920)
H (2.804, -0.628, 6.386)
C (5.202, 1.245, -2.086)
C (5.129, 1.126, -0.575)
O (4.168, 0.140, -0.169)
H (5.890, 2.041, -2.366)
H (4.214, 1.478, -2.492)
H (5.558, 0.310, -2.524)
H (4.800, 2.062, -0.126)
H (6.110, 0.871, -0.163)
H (4.429, -0.675, -0.613)
F (1.608, -4.958, 0.209)
C (2.254, -4.027, 0.879)
F (1.459, -3.656, 1.914)
F (3.369, -4.483, 1.378)
S (2.350, -2.402, -0.061)
O (0.903, -2.269, -0.237)
O (2.764, -1.579, 1.083)
O (3.242, -2.434, -1.147)

---

Which of these has the highest M? C52H61F3N4O4P2S4SeSiTa

---

The highest largest force on an atom belongs to which entry? C52H61F3N4O4P2S4SeSiTa

---

Which of these has the lowest largest force on an atom? C14H22IN5O3SV

---

Which of these has the highest M? C52H61F3N4O4P2S4SeSiTa